Density functional theory data (the ωB97M-V functional and the def2-TZVPD basis) for a cluster of 2 separate species, C2H3IS2 in total.

Properties
- F_max: 4.32 eV Å⁻¹
- DFT total energy: -1172.0493 hartree
- Relative energy (zero: lowest compared OMol25 entry of this formula, charge and spin): 2.3 kcal per mole
- Net charge: 0
- Kohn-Sham gap: 9.2 eV

Geometry (Å):
C 1.632 3.371 -0.935
C -1.206 1.489 0.154
S 0.465 3.910 -1.744
S 2.839 2.895 -0.117
I -1.888 0.397 1.864
H -2.163 1.921 -0.273
H -0.765 0.787 -0.391
H -0.421 2.237 0.304

Atomic forces in eV per Å
C 0.80 -0.04 0.38
C -2.53 3.05 1.71
S -1.31 0.55 -0.98
S 0.59 -0.41 0.48
I 0.27 0.30 0.14
H 1.55 -0.49 0.25
H 1.31 -2.96 -2.72
H -0.67 0.00 0.75

=====

Density functional theory data (the ωB97M-V functional and the def2-TZVPD basis) for a structure of composition C21H40N7O12.

Properties
- F_max: 18.97 eV Å⁻¹
- DFT total energy: -2109.3527 hartree
- Relative energy (zero: lowest compared OMol25 entry of this formula, charge and spin): 564.6 kcal per mole
- Net charge: +1
- Kohn-Sham gap: 8.3 eV

Geometry (Å):
C 6.054 0.637 -0.770
N 4.867 0.944 -1.447
H 4.449 0.210 -1.865
C 3.825 1.564 -0.587
C 2.668 2.017 -1.567
O 3.080 3.024 -2.302
H 3.883 2.636 -2.521
C 1.629 2.950 -0.630
O 0.497 3.445 -1.332
H 0.946 3.833 -2.018
C 1.061 2.165 0.577
C 0.150 2.790 1.492
O -0.998 2.826 0.983
H -0.876 3.470 0.246
H 0.103 2.022 2.330
H 0.710 3.566 2.052
H 0.540 1.044 0.103
O 2.140 1.292 1.356
C 3.234 0.787 0.445
H 3.844 0.392 1.365
O 2.560 -0.449 -0.282
C 1.586 -1.148 0.689
H 1.266 -0.553 1.414
C 0.509 -1.691 -0.210
O 0.667 -2.966 -0.725
C 2.003 -3.570 -0.017
C 2.965 -3.864 -1.127
H 3.913 -3.955 -0.782
H 3.070 -2.728 -1.429
H 2.597 -4.355 -1.842
H 1.761 -4.474 0.372
C 2.302 -2.574 0.956
C 1.661 -2.917 2.379
O 0.501 -2.733 2.638
H 2.199 -3.704 2.984
O 3.741 -2.274 1.366
H 4.171 -2.168 0.354
H 0.661 -1.270 -1.122
O -0.655 -1.334 0.227
C -1.929 -1.709 -0.355
C -2.732 -2.293 0.815
O -4.157 -2.520 0.281
H -4.674 -3.098 0.708
C -3.026 -1.164 1.655
O -2.194 -1.078 2.643
H -1.074 -1.547 2.399
C -2.706 0.209 0.927
N -3.357 1.293 1.533
C -3.080 2.149 2.506
N -2.503 1.498 3.563
H -2.115 1.927 4.335
N -3.555 3.328 2.805
H -3.791 3.887 2.010
H -3.206 3.705 3.769
H -3.796 1.949 0.892
H -1.676 0.648 1.058
C -3.337 0.144 -0.625
O -3.436 1.508 -1.041
H -2.098 0.540 3.395
C -2.257 -0.761 -1.075
N -3.049 -1.459 -2.540
C -3.685 -0.679 -3.375
N -4.672 -1.043 -4.219
H -5.278 -1.969 -3.785
N -3.177 0.488 -3.684
H -2.152 0.533 -3.779
H -3.451 1.324 -2.011
H -3.589 1.109 -4.419
H -3.793 -2.262 -2.070
H -1.521 -0.089 -1.364
H -4.270 -0.095 -0.417
H -3.921 -1.066 2.152
H -2.464 -3.062 1.201
H -1.568 -2.478 -1.213
H 2.255 3.613 -0.049
H 2.227 1.393 -2.019
H 4.215 2.492 -0.091
H 6.483 1.579 -0.549
H 6.851 0.289 -1.813
H 5.972 -0.120 0.090

Atomic forces in eV per Å
C 3.24 -2.32 -3.02
N -1.47 3.54 2.00
H -1.44 -3.19 -1.75
C -0.26 2.31 -2.38
C 2.32 9.44 11.99
O 0.55 2.88 -2.83
H 3.42 0.19 -2.10
C -0.07 -4.43 2.49
O 0.14 -1.35 2.77
H 0.93 2.11 -3.36
C 2.17 -7.94 -3.38
C 6.78 -3.27 6.62
O -6.71 3.52 -3.71
H -1.21 -0.65 -0.08
H 0.11 0.57 -0.41
H -0.97 1.09 -0.57
H 0.48 3.81 0.88
O 1.01 3.41 -3.18
C -3.50 -5.17 5.43
H -0.27 0.40 -2.38
O -0.32 1.42 3.00
C 4.25 -4.91 -6.81
H -0.88 2.13 3.32
C 2.07 0.49 -2.58
O 2.75 -3.63 2.99
C -2.34 0.30 -3.92
C 0.62 9.48 4.40
H 2.87 -1.71 0.96
H -0.05 -1.90 -0.79
H -2.52 -4.28 -5.46
H -1.50 -2.56 1.67
C 1.75 5.26 6.90
C 0.19 -2.95 -1.58
O -0.16 1.05 0.22
H 0.28 1.05 -0.09
O -0.58 -0.95 -5.60
H -1.31 -0.11 4.21
H 0.48 2.94 -2.83
O -4.16 0.34 4.58
C 7.88 -14.68 5.10
C -7.77 8.32 -7.82
O 4.46 3.42 -3.82
H -2.40 -3.61 2.96
C 1.88 3.87 -1.93
O 9.53 -2.84 5.60
H -4.74 1.95 0.82
C -0.97 0.79 -1.50
N -3.87 5.14 -0.47
C 2.00 -5.59 4.58
N 0.67 -1.70 -1.92
H 0.70 1.48 1.58
N 0.40 1.78 1.22
H -0.21 1.02 0.25
H -1.22 -0.48 -3.00
H -0.50 -1.04 -1.32
H -0.14 -2.06 -1.07
C 4.84 3.58 4.98
O 0.91 -1.47 -1.48
H -0.91 0.92 -0.03
C -10.00 10.45 -12.27
N 0.46 -3.73 6.19
C -5.25 -2.88 -5.11
N -1.21 -2.47 3.73
H 2.42 3.15 -1.45
N 3.26 5.44 -1.00
H -0.62 -0.13 0.32
H -0.10 1.15 -0.13
H -0.04 -1.61 0.96
H 2.83 2.90 -1.80
H 1.78 0.65 -1.07
H -4.23 -2.53 0.24
H -2.95 -0.34 0.05
H 4.03 -9.23 4.74
H -1.11 0.41 2.29
H 0.41 1.44 -0.95
H -6.05 -9.33 -5.99
H -0.04 -0.62 -0.67
H 0.74 0.64 1.12
H -2.12 0.41 3.71
H 0.53 1.04 -1.26

=====

Density functional theory data (the ωB97M-V functional and the def2-TZVPD basis) for a cluster of 2 separate species, C5H12NO in total.

Properties
- 2S+1: 3
- Expectation value of S²: 2.01
- F_max: 3.77 eV Å⁻¹
- DFT total energy: -327.5125 hartree
- Relative energy (zero: lowest compared OMol25 entry of this formula, charge and spin): 20.5 kcal per mole
- Net charge: -1
- Kohn-Sham gap (alpha / beta): 2.8 / 8.3 eV

Geometry (Å):
C 0.293 1.184 1.711
C 1.195 -0.938 0.715
C -1.550 -1.335 -0.292
C 0.239 0.236 0.514
C -1.143 -0.187 0.260
N 0.103 0.757 -2.883
O 0.913 1.395 -1.906
H 1.287 1.614 1.820
H -0.417 2.000 1.586
H 0.047 0.654 2.635
H 0.757 -1.693 1.380
H 1.429 -1.414 -0.237
H 2.131 -0.593 1.161
H -2.590 -1.524 -0.521
H 0.591 0.823 -0.468
H -0.862 -2.110 -0.586
H -0.863 0.817 -2.531
H -1.902 0.559 0.476
H 0.342 -0.245 -2.835

Atomic forces in eV per Å
C 0.03 0.04 -0.21
C 0.04 0.04 -0.06
C 0.07 0.16 -0.19
C 0.97 0.56 -0.55
C -0.97 -0.22 -0.43
N 1.44 0.80 3.39
O -1.48 -0.78 -3.10
H 0.14 0.05 0.04
H -0.09 0.13 0.04
H -0.01 -0.01 -0.02
H 0.03 0.10 -0.12
H 0.01 -0.15 -0.04
H 0.10 0.02 -0.05
H -0.10 0.05 0.11
H -0.55 -0.96 2.07
H 0.18 -0.18 0.05
H 0.03 0.24 -0.47
H 0.02 0.09 0.01
H 0.15 0.02 -0.48

=====

Density functional theory data (the ωB97M-V functional and the def2-TZVPD basis) for a structure of composition C5H10NP.

Properties
- F_max: 3.85 eV Å⁻¹
- DFT total energy: -592.4699 hartree
- Relative energy (zero: lowest compared OMol25 entry of this formula, charge and spin): 68.8 kcal per mole
- Net charge: 0
- Kohn-Sham gap: 7.6 eV

Geometry (Å):
C -0.690 1.385 0.767
C -1.129 1.326 -0.668
C -1.120 -1.235 0.303
C 0.311 -1.766 0.116
C -0.512 0.122 -0.018
N 0.681 -0.494 -0.484
P 2.803 0.361 0.082
H 0.198 1.952 1.008
H -1.453 1.392 1.531
H -2.183 1.300 -0.893
H -0.530 1.843 -1.402
H -1.809 -1.583 -0.464
H -1.562 -1.354 1.290
H 0.803 -1.994 1.064
H 0.457 -2.600 -0.573
H 2.484 1.559 -0.559
H 3.252 -0.211 -1.100

Atomic forces in eV per Å
C 0.15 -0.11 0.21
C -0.02 -0.22 -0.08
C -0.21 -0.09 -0.07
C 0.24 -0.57 0.29
C -0.75 0.93 0.24
N 3.65 1.19 -0.24
P -3.14 -1.30 0.08
H 0.08 0.06 -0.01
H -0.05 0.01 0.11
H -0.15 0.01 0.04
H 0.14 0.01 -0.07
H -0.04 -0.02 0.01
H 0.00 0.02 0.03
H -0.04 -0.04 0.07
H -0.02 -0.08 0.09
H -0.09 0.41 -0.20
H 0.24 -0.23 -0.48